{
  "formula": "C45H104Cl2I2N2O13PS2",
  "method": "the ωB97M-V functional and the def2-TZVPD basis",
  "e_homo_ev": -11.0233,
  "orbital_gap_ev": 7.28,
  "e_lumo_ev": -3.75,
  "total_charge": 1,
  "elements": ["I", "I", "Cl", "Cl", "S", "S", "P", "O", "O", "O", "O", "O", "O", "O", "O", "O", "O", "O", "O", "O", "N", "N", "C", "C", "C", "C", "C", "C", "C", "C", "C", "C", "C", "C", "C", "C", "C", "C", "C", "C", "C", "C", "C", "C", "C", "C", "C", "C", "C", "C", "C", "C", "C", "C", "C", "C", "C", "C", "C", "C", "C", "C", "C", "C", "C", "C", "C", "H", "H", "H", "H", "H", "H", "H", "H", "H", "H", "H", "H", "H", "H", "H", "H", "H", "H", "H", "H", "H", "H", "H", "H", "H", "H", "H", "H", "H", "H", "H", "H", "H", "H", "H", "H", "H", "H", "H", "H", "H", "H", "H", "H", "H", "H", "H", "H", "H", "H", "H", "H", "H", "H", "H", "H", "H", "H", "H", "H", "H", "H", "H", "H", "H", "H", "H", "H", "H", "H", "H", "H", "H", "H", "H", "H", "H", "H", "H", "H", "H", "H", "H", "H", "H", "H", "H", "H", "H", "H", "H", "H", "H", "H", "H", "H", "H", "H", "H", "H", "H", "H", "H", "H"],
  "xyz": [[0.57254, -2.88262, -4.27050], [-2.39266, -4.15314, -2.69172], [-0.27865, 1.11125, 1.46717], [3.52454, -1.63655, -0.52094], [0.90599, -1.57062, 1.68211], [1.91093, -4.62476, 0.36404], [1.33258, -3.73257, -1.28457], [4.32561, -2.19394, -3.63054], [7.81341, 1.93106, 1.28573], [-3.40237, -0.79962, -5.47666], [4.47504, -0.18292, 5.33196], [10.54001, 1.81940, 3.16010], [-5.26651, 5.11245, 1.35678], [5.60066, 2.63092, 0.64891], [-1.63852, 2.01212, -9.79172], [2.96004, 4.13051, -3.19299], [-5.20881, -9.19627, -8.13415], [-4.26970, -7.51949, -4.24971], [-4.18251, 0.61274, 0.66676], [-1.43868, 3.36178, 2.86786], [-0.05135, -1.53204, 0.20706], [2.43670, -0.59705, -2.58067], [-1.98585, -1.98465, 2.02760], [-5.28823, 1.90576, 2.36536], [2.18300, 1.57496, -0.04263], [4.94340, 1.43960, 0.03707], [-1.28648, -0.46045, 6.20698], [-0.42431, 1.96329, 8.59033], [-0.45785, 1.29465, -10.11976], [10.19559, -0.45411, 3.86177], [1.27329, 0.41156, -0.71786], [-1.71755, 2.19429, 7.61068], [-4.07251, 1.07770, 2.00395], [0.96446, 2.68523, 8.09392], [-2.87307, -0.99700, -2.01510], [0.55359, -2.01405, -1.13123], [6.04979, 2.20796, 3.24276], [-2.88986, 1.08781, -6.87478], [-2.63602, -0.37915, -6.59570], [-5.63210, -7.23554, -4.53186], [3.58933, 1.93679, -0.81326], [-1.80137, -1.99955, -2.72310], [-0.15944, -0.05015, 0.01543], [-1.38009, 2.29713, 6.01229], [-6.72500, 6.39263, -0.06229], [-1.16337, -2.40927, 0.70544], [6.56988, 2.23092, 1.68556], [-1.14522, 0.86464, 5.25105], [3.60394, -1.30808, -2.88808], [4.53852, -0.84535, 6.58636], [-5.72819, -6.23930, -5.66878], [1.89070, -1.00877, -1.23073], [0.65203, 2.26108, -10.47816], [3.27428, 3.30812, -4.30712], [-1.86082, -3.19031, 3.17629], [1.91199, 1.54179, 7.34130], [-0.77699, -1.74832, 5.26901], [-1.11436, 5.69816, 2.40319], [4.28617, 4.00339, -5.19425], [5.28180, -2.15717, 6.44158], [-0.21612, -1.70485, -2.52767], [-1.08317, 4.60611, 3.45234], [-6.62891, 5.39640, 1.07462], [-4.28950, -8.74489, -9.11775], [10.34476, 0.98944, 4.29562], [-2.07098, -2.65208, 4.71426], [-2.87247, -9.05805, -8.68387], [3.89301, 4.95950, -5.55493], [0.46917, -4.75537, -1.89503], [5.03306, 2.78609, 3.40447], [-2.30281, 1.42893, -7.73220], [5.83825, 1.08347, 3.56286], [3.62805, 1.64662, -1.94442], [-6.21112, 7.32465, 0.19476], [-1.57927, -0.54844, -6.36897], [-3.18560, -1.22452, -0.92261], [-0.48201, 2.99154, 5.73040], [-3.10309, -2.13584, 4.92031], [-5.22113, 2.26818, 3.39508], [-0.10544, 0.89547, 4.71650], [2.50645, 1.33284, 1.08164], [-2.34162, 2.78579, 5.50132], [4.54263, 3.38041, -6.05580], [-4.33960, -0.65292, -5.69134], [-5.21431, -5.30728, -5.41173], [-0.20803, 0.83169, 8.85967], [-3.84059, -6.68209, -4.00344], [2.35251, 3.09377, -4.85642], [3.68702, 3.12821, -0.79717], [-2.57280, 1.40609, 7.86657], [-2.15141, -8.72038, -9.43368], [-0.92006, 0.43625, -0.72059], [-2.18201, 3.24967, 7.92115], [-3.99228, 0.20782, 2.66248], [-6.77254, -6.01307, -5.90182], [1.69432, 0.48861, 7.83159], [-0.52778, -0.42657, 7.10875], [-1.96895, 0.74708, 4.39831], [-0.79433, 3.17373, 2.16398], [-0.17779, -1.31354, 4.35383], [3.06214, 1.74342, 7.50587], [-6.10407, -6.84370, -3.62574], [3.51916, -1.00975, 6.94862], [2.54386, -3.76025, -2.12092], [-0.08621, 4.51453, 3.89399], [-4.83740, 5.94984, 1.60305], [1.58088, 3.06769, 9.01500], [4.67791, 0.71170, 0.91932], [-0.67655, 0.62128, -10.95409], [-4.24479, 1.39289, 0.08927], [-7.12441, 4.45903, 0.80515], [-2.62864, 1.69620, -6.00274], [-3.14790, -1.96520, 1.75436], [9.76227, 1.71721, 2.58504], [-3.15490, 1.66656, 2.09659], [11.08434, -0.78527, 3.31471], [-0.84695, 6.66510, 2.83871], [6.29603, -1.98539, 6.06654], [5.20025, 4.22599, -4.63412], [10.04879, -1.10791, 4.72615], [-6.23936, 5.99876, -0.96110], [-2.77414, -3.92877, 2.95929], [3.67948, 2.36403, -3.93123], [1.60510, 1.47545, 6.20848], [-7.76935, 6.61886, -0.29533], [-1.97244, -1.76945, -3.89393], [-0.70433, 2.47740, 9.63098], [5.76330, 0.98233, -0.69804], [4.00785, -0.77044, 4.71344], [4.78087, -2.80854, 5.71799], [0.78290, 3.63790, 7.39908], [-0.03311, -2.45704, 5.86405], [1.53901, 2.58002, -0.10131], [-3.87391, -1.06351, -2.66359], [-0.11961, -0.57571, -2.91473], [-0.60942, -3.42833, 1.01230], [-2.49233, 0.12108, -2.19067], [-2.05530, -3.62801, 5.40208], [-1.94864, -2.76409, -0.07750], [-0.17395, 0.68986, -9.25349], [-2.90697, -0.99538, -7.45837], [0.36317, 2.88376, -11.33118], [-4.52190, -9.25011, -10.05984], [-1.79650, 4.82369, 4.25272], [1.99393, -0.71349, 1.67323], [-2.64299, -8.57211, -7.72993], [-2.74590, -10.13485, -8.53119], [-1.75492, -0.98842, 2.55611], [-4.99926, -8.73554, -7.30359], [-3.95051, 1.26521, -7.08055], [-0.82952, -3.74563, 3.15262], [1.57095, 1.72381, -10.72935], [0.91002, 0.93299, -1.72578], [-6.12760, -8.17290, -4.80133], [9.34340, -0.56890, 3.18398], [9.45469, 1.33200, 4.83207], [0.85596, 2.93953, -9.64333], [-5.38478, 2.76561, 1.69443], [-5.24255, -6.63318, -6.56758], [-2.11133, 5.77477, 1.95706], [-4.42764, -7.66876, -9.25995], [-2.40006, -0.69378, 6.55160], [-6.20293, 1.31366, 2.25771], [-0.41768, 5.47330, 1.58902], [-7.10088, 5.78824, 1.98074], [11.21027, 1.10354, 4.95491], [6.89597, 2.69667, 3.90858], [5.34350, -2.67838, 7.40111], [-1.88694, 2.53954, -10.57026], [5.05439, -0.18906, 7.29342], [2.59326, 4.96296, -3.53723]],
  "mulliken_charge": [0.31, 0.11, 0.17, -0.03, 0.27, -0.32, 0.15, -0.47, -0.55, -0.47, -0.30, -0.51, -0.43, -0.32, -0.54, -0.50, -0.52, -0.48, -0.43, 0.01, 0.70, -0.31, 0.74, -1.11, -0.48, -0.41, -0.43, -0.64, -0.09, -0.91, -0.34, -0.81, 0.83, -0.46, -0.87, 2.28, -0.62, -0.79, -0.10, -0.30, 0.43, -0.56, -0.61, 0.39, -1.14, -0.56, 0.59, 1.07, 0.55, -0.04, -0.71, -0.68, -1.09, 0.09, -0.47, -0.42, 0.10, -1.20, -1.21, -1.19, -1.88, -0.17, -0.20, -0.24, -0.18, -0.84, -0.92, 0.35, 0.16, 0.28, 0.04, 0.08, -0.75, 0.34, 0.19, 0.21, -0.29, 0.32, 0.38, -0.21, -0.10, 0.01, 0.33, 0.27, 0.22, 0.30, 0.18, 0.24, 0.46, 0.24, 0.32, -0.16, 0.38, 0.05, 0.30, 0.12, -0.09, -0.68, 0.13, -0.36, 0.33, 0.30, 0.08, 0.17, 0.26, 0.23, 0.34, 0.18, 0.28, 0.33, 0.30, 0.26, 0.41, 0.31, -0.27, 0.27, 0.40, 0.27, 0.31, 0.31, 0.29, 0.29, 0.11, -0.05, 0.35, 0.73, 0.35, 0.23, 0.17, 0.30, 0.23, 0.45, 0.38, 0.39, 0.49, 0.47, 0.10, 0.33, -0.12, 0.22, 0.28, 0.32, 0.30, 0.32, -0.14, 0.28, 0.27, -0.86, 0.26, 0.36, 0.24, 0.32, 0.29, 0.32, 0.26, 0.17, 0.28, -0.03, 0.13, 0.15, 0.24, 0.30, 0.40, 0.32, 0.28, 0.31, 0.34, 0.38, 0.29, 0.33, 0.29]
}

***

{
  "formula": "C3H3CdO2",
  "method": "the ωB97M-V functional and the def2-TZVPD basis",
  "e_homo_ev": [-12.5233, -13.0841],
  "orbital_gap_ev": [5.56, 6.13],
  "e_lumo_ev": [-6.97, -6.95],
  "total_charge": 1,
  "e_above_lowest_kcal_mol": 61.01,
  "elements": ["Cd", "O", "O", "C", "C", "C", "H", "H", "H"],
  "xyz": [[0.55139, -2.15514, 0.44126], [-0.79423, -1.22324, 1.57879], [0.92542, -0.41274, -0.35552], [0.17398, 0.61623, 0.34324], [-0.92748, 0.01276, 1.52293], [-0.11175, 0.52930, -1.06144], [-1.03785, 0.05032, -1.39034], [0.41384, 1.15192, -1.78600], [0.80668, 1.43059, 0.70709]],
  "mulliken_charge": [0.93, -0.32, -0.51, 0.45, -0.06, -0.36, 0.22, 0.28, 0.37]
}

***

{
  "formula": "C4H16O4",
  "method": "the ωB97M-V functional and the def2-TZVPD basis",
  "e_homo_ev": -10.3214,
  "orbital_gap_ev": 10.89,
  "e_lumo_ev": 0.57,
  "total_charge": 0,
  "smiles": "CO.CO.CO.CO",
  "e_above_lowest_kcal_mol": 75.46,
  "elements": ["O", "O", "O", "O", "C", "C", "C", "C", "H", "H", "H", "H", "H", "H", "H", "H", "H", "H", "H", "H", "H", "H", "H", "H"],
  "xyz": [[0.99220, 0.14698, -0.96644], [-0.54655, 4.10075, -5.47201], [-2.39682, -0.05625, 5.23560], [0.63162, -3.84803, 0.72556], [-0.65260, 4.43666, -4.07977], [2.32521, 0.29384, -1.53986], [1.16641, -4.26074, 1.95375], [-2.42710, -0.27710, 3.79442], [2.61838, -0.70430, -1.86525], [0.36980, -4.67696, 0.31822], [0.28743, 4.94351, -3.86174], [-2.01096, 0.76999, 5.53570], [-0.96860, 3.25560, -5.64286], [-0.72771, 3.64160, -3.33792], [-2.50090, -1.30796, 3.44800], [-1.43082, 5.16750, -3.85990], [1.76424, -3.38878, 2.21904], [0.95966, -0.71271, -0.54044], [-1.49652, 0.07804, 3.35172], [0.24927, -4.47136, 2.50383], [-3.26000, 0.34271, 3.46243], [2.26093, 0.82673, -2.48854], [2.95584, 0.81957, -0.82292], [1.83757, -5.11925, 1.92949]],
  "mulliken_charge": [-0.51, -0.50, -0.53, -0.48, -0.49, -0.49, -0.48, -0.43, 0.26, 0.29, 0.21, 0.30, 0.30, 0.24, 0.22, 0.25, 0.16, 0.31, 0.20, 0.24, 0.24, 0.20, 0.22, 0.26]
}

***

{
  "formula": "CH5NOS",
  "method": "the ωB97M-V functional and the def2-TZVPD basis",
  "e_homo_ev": [-8.6207, -8.6185],
  "orbital_gap_ev": [7.44, 7.44],
  "e_lumo_ev": [-1.18, -1.18],
  "total_charge": 0,
  "smiles": "N=S.CO",
  "e_above_lowest_kcal_mol": 73.91,
  "elements": ["S", "O", "N", "C", "H", "H", "H", "H", "H"],
  "xyz": [[1.96386, -1.22786, -1.18384], [-0.44253, 0.82787, 1.22228], [0.99613, -1.98100, -0.28993], [-0.93469, 0.88163, -0.09254], [0.07527, 1.65170, 1.21216], [-0.15140, 1.29576, -0.65668], [1.39223, -2.79368, 0.08688], [-1.80335, 1.52642, -0.09783], [-1.09552, -0.18084, -0.20050]],
  "mulliken_charge": [0.02, -0.48, -0.28, -0.57, 0.30, 0.28, 0.26, 0.26, 0.20]
}